[1]
{
  "formula": "C25H45N5O5",
  "method": "ωB97M-V with the def2-TZVPD basis set",
  "e_homo_ev": -9.433,
  "charge": 0,
  "e_lumo_ha": -0.0026,
  "multiplicity": 1,
  "smiles": "CC(C)=O.CC(C)=O.CC(C)=O.CC(C)=O.CC(C)=O.CC#N.CC#N.CC#N.CC#N.CC#N",
  "de_lowest_ev": 0.508,
  "energy_ha": -1629.43561,
  "elements": ["C", "C", "N", "H", "H", "H", "C", "C", "N", "H", "H", "H", "C", "C", "N", "H", "H", "H", "C", "C", "N", "H", "H", "H", "C", "C", "N", "H", "H", "H", "C", "C", "O", "C", "H", "H", "H", "H", "H", "H", "C", "C", "O", "C", "H", "H", "H", "H", "H", "H", "C", "C", "O", "C", "H", "H", "H", "H", "H", "H", "C", "C", "O", "C", "H", "H", "H", "H", "H", "H", "C", "C", "O", "C", "H", "H", "H", "H", "H", "H"],
  "xyz": [[-17.709, 40.900, -29.739], [-17.359, 42.228, -29.273], [-17.121, 43.277, -28.824], [-18.769, 40.900, -29.993], [-17.613, 40.224, -28.889], [-17.139, 40.726, -30.652], [-13.797, 35.137, -27.564], [-12.836, 34.714, -28.490], [-12.034, 34.392, -29.246], [-13.525, 34.729, -26.590], [-14.739, 34.853, -28.034], [-13.712, 36.217, -27.448], [-15.097, 37.810, -29.425], [-13.943, 38.488, -28.799], [-12.977, 39.078, -28.411], [-15.672, 38.430, -30.113], [-15.713, 37.406, -28.622], [-14.803, 36.862, -29.875], [-12.994, 42.060, -28.212], [-12.409, 41.614, -26.936], [-11.865, 41.347, -25.918], [-13.008, 43.150, -28.228], [-14.009, 41.672, -28.297], [-12.485, 41.526, -29.014], [-15.069, 38.634, -33.483], [-14.825, 39.675, -34.388], [-14.696, 40.600, -35.100], [-14.820, 38.820, -32.438], [-14.618, 37.696, -33.806], [-16.147, 38.493, -33.562], [-17.738, 33.959, -31.687], [-16.332, 34.135, -31.210], [-15.933, 34.109, -30.023], [-15.276, 34.012, -32.267], [-17.639, 33.934, -32.773], [-18.394, 34.760, -31.348], [-18.146, 32.997, -31.375], [-14.307, 33.802, -31.815], [-15.158, 35.033, -32.632], [-15.533, 33.315, -33.065], [-10.386, 35.501, -33.069], [-11.613, 36.309, -32.640], [-12.752, 35.955, -33.005], [-11.490, 37.493, -31.711], [-9.428, 35.839, -32.675], [-10.333, 35.535, -34.157], [-10.446, 34.441, -32.821], [-10.953, 38.304, -32.203], [-11.075, 37.174, -30.755], [-12.482, 37.875, -31.467], [-18.170, 37.791, -24.973], [-18.226, 37.117, -26.359], [-17.444, 36.234, -26.627], [-19.223, 37.568, -27.399], [-17.408, 37.402, -24.297], [-19.049, 37.531, -24.383], [-18.210, 38.880, -24.966], [-20.151, 37.571, -26.828], [-19.388, 36.893, -28.239], [-19.082, 38.593, -27.743], [-14.628, 39.167, -24.993], [-15.602, 40.347, -25.191], [-15.996, 40.548, -26.279], [-16.137, 41.115, -23.978], [-14.336, 39.161, -23.943], [-13.666, 39.238, -25.501], [-15.022, 38.170, -25.186], [-15.372, 41.871, -23.803], [-16.289, 40.558, -23.054], [-17.053, 41.619, -24.288], [-10.120, 37.979, -27.687], [-9.088, 37.262, -28.557], [-8.470, 37.758, -29.508], [-8.750, 35.802, -28.078], [-11.091, 37.516, -27.508], [-10.291, 38.956, -28.138], [-9.843, 38.257, -26.670], [-7.884, 35.344, -28.556], [-9.682, 35.272, -28.272], [-8.612, 35.687, -27.003]],
  "lowdin_charge": [-0.0735, -0.2855, 0.1341, 0.0849, 0.0615, 0.0779, -0.0632, -0.3086, 0.1582, 0.1026, 0.0736, 0.0632, -0.0439, -0.1931, 0.1818, 0.0668, 0.0694, 0.0727, -0.0885, -0.2893, 0.1167, 0.0866, 0.0519, 0.0652, -0.0889, -0.2972, 0.1327, 0.0698, 0.0760, 0.0899, -0.0162, -0.4588, 0.0155, -0.0309, 0.0736, 0.0846, 0.0970, 0.0828, 0.0729, 0.0901, -0.0113, -0.4282, -0.0009, -0.0088, 0.0772, 0.0821, 0.0848, 0.0967, 0.0711, 0.0534, -0.0167, -0.4696, 0.0514, -0.0137, 0.0807, 0.0784, 0.0746, 0.0826, 0.0842, 0.0695, -0.0199, -0.5105, 0.0590, -0.0138, 0.0688, 0.0475, 0.0676, 0.0881, 0.0787, 0.0805, -0.0502, -0.4335, 0.0298, -0.0243, 0.0486, 0.0596, 0.0846, 0.0740, 0.0414, 0.0717]
}

=====

[2]
{
  "formula": "C25H45N6P2SScSi2",
  "method": "ωB97M-V with the def2-TZVPD basis set",
  "e_homo_ev": -12.026,
  "charge": 2,
  "e_lumo_ha": -0.1945,
  "multiplicity": 1,
  "de_lowest_ev": 0.730,
  "energy_ha": -3728.25726,
  "elements": ["Sc", "N", "N", "C", "N", "S", "H", "H", "H", "H", "H", "C", "Si", "C", "C", "C", "C", "C", "C", "C", "Si", "C", "C", "H", "H", "H", "H", "H", "H", "H", "H", "H", "H", "H", "H", "H", "H", "H", "H", "C", "P", "C", "C", "C", "C", "C", "C", "C", "H", "H", "H", "H", "H", "H", "H", "H", "H", "H", "H", "C", "N", "C", "N", "C", "N", "C", "P", "C", "C", "H", "H", "H", "H", "H", "H", "H", "H", "H", "H", "H", "H", "H"],
  "xyz": [[-0.782, -0.256, -0.713], [-1.478, -2.234, -2.281], [-1.957, -3.330, -1.529], [-1.345, -3.720, -0.390], [-1.707, -4.883, 0.158], [-0.168, -2.779, 0.344], [-2.264, -1.848, -2.810], [-0.771, -2.556, -2.958], [-2.578, -3.994, -1.987], [-2.432, -5.472, -0.220], [-1.296, -5.143, 1.039], [-3.772, -1.040, 1.834], [-3.358, -0.264, 0.099], [-4.644, -1.088, -1.118], [-3.766, 1.618, 0.271], [-5.095, 1.956, 0.518], [-5.496, 3.269, 0.686], [-4.555, 4.280, 0.611], [-3.231, 3.958, 0.369], [-2.811, 2.640, 0.195], [-0.932, 2.372, -0.182], [0.071, 3.081, 1.329], [-0.557, 3.577, -1.651], [-4.838, -0.982, 2.033], [-3.264, -0.505, 2.633], [-3.486, -2.088, 1.899], [-5.662, -0.864, -0.813], [-4.553, -2.174, -1.128], [-4.534, -0.722, -2.137], [-5.841, 1.177, 0.583], [-6.534, 3.502, 0.876], [-4.850, 5.312, 0.737], [-2.509, 4.760, 0.311], [-0.230, 4.103, 1.543], [1.139, 3.092, 1.126], [-0.102, 2.498, 2.233], [-0.559, 4.610, -1.317], [-1.315, 3.489, -2.425], [0.408, 3.392, -2.117], [2.539, -1.892, -2.172], [1.582, -0.316, -2.130], [2.773, 0.867, -1.365], [1.736, 0.327, -3.828], [2.929, 0.221, -4.537], [3.053, 0.833, -5.771], [1.998, 1.566, -6.292], [0.806, 1.668, -5.592], [0.670, 1.043, -4.365], [3.607, -1.716, -2.275], [2.192, -2.488, -3.016], [2.349, -2.453, -1.256], [3.745, 0.794, -1.858], [2.882, 0.688, -0.294], [2.371, 1.873, -1.508], [3.761, -0.337, -4.132], [3.975, 0.746, -6.324], [2.100, 2.059, -7.245], [-0.015, 2.239, -5.997], [-0.261, 1.111, -3.806], [2.398, -0.267, 4.835], [1.532, -1.436, 4.352], [2.487, -2.559, 3.952], [3.410, -2.108, 2.986], [4.194, -0.994, 3.490], [3.322, 0.114, 3.840], [2.715, 0.748, 2.689], [1.593, -0.401, 1.707], [0.662, -1.027, 3.227], [2.811, -1.841, 1.697], [2.933, -0.605, 5.728], [1.738, 0.566, 5.092], [0.939, -1.758, 5.121], [1.894, -3.390, 3.560], [3.015, -2.874, 4.858], [4.908, -0.682, 2.728], [4.750, -1.313, 4.376], [3.509, 1.119, 2.036], [2.129, 1.612, 3.017], [0.053, -1.879, 2.907], [-0.012, -0.235, 3.570], [3.606, -1.638, 0.975], [2.276, -2.736, 1.370]],
  "lowdin_charge": [0.4817, -0.0033, -0.0502, -0.8028, 0.1407, 0.6674, 0.1102, 0.1196, 0.1724, 0.1320, 0.1119, -0.2285, 0.5309, -0.2373, -0.3423, -0.1113, -0.0715, -0.0705, -0.1110, -0.3398, 0.5124, -0.2373, -0.2315, 0.0256, 0.0094, -0.0029, 0.0212, -0.0028, 0.0116, 0.0948, 0.1096, 0.1098, 0.0959, 0.0269, 0.0043, -0.0037, 0.0262, 0.0235, -0.0046, -0.2510, 0.8417, -0.2388, -0.4028, -0.0901, -0.0540, -0.0508, -0.0584, -0.1110, 0.0500, 0.0540, -0.0038, 0.0606, -0.0203, 0.0500, 0.1024, 0.1160, 0.1163, 0.1148, 0.0861, -0.0996, -0.0648, -0.1020, -0.1498, -0.1374, -0.1482, -0.2933, 0.9888, -0.2692, -0.3257, 0.1548, 0.1546, 0.1921, 0.1510, 0.1552, 0.1460, 0.1485, 0.1029, 0.0913, 0.0554, 0.1110, 0.1014, 0.0399]
}

=====

[3]
{
  "formula": "C25H46BN3O14",
  "method": "ωB97M-V with the def2-TZVPD basis set",
  "e_homo_ev": -9.832,
  "charge": 0,
  "e_lumo_ha": -0.0123,
  "multiplicity": 1,
  "smiles": "COB(O)[C@@](C#N)(CC#N)ON=O.CCOC(C)=O.CCOC(C)=O.CCOC(C)=O.CCOC(C)=O.CCOC(C)=O",
  "energy_ha": -2222.54773,
  "elements": ["C", "O", "B", "O", "C", "C", "N", "C", "C", "N", "O", "N", "O", "H", "H", "H", "H", "H", "H", "O", "C", "O", "C", "C", "C", "H", "H", "H", "H", "H", "H", "H", "H", "O", "C", "O", "C", "C", "C", "H", "H", "H", "H", "H", "H", "H", "H", "O", "C", "O", "C", "C", "C", "H", "H", "H", "H", "H", "H", "H", "H", "O", "C", "O", "C", "C", "C", "H", "H", "H", "H", "H", "H", "H", "H", "O", "C", "O", "C", "C", "C", "H", "H", "H", "H", "H", "H", "H", "H"],
  "xyz": [[-1.725, 2.495, -2.424], [-2.608, 2.227, -1.283], [-3.814, 3.035, -1.318], [-3.897, 4.353, -0.706], [-5.149, 2.382, -2.045], [-4.972, 0.766, -1.942], [-4.898, -0.403, -1.608], [-6.522, 2.763, -1.226], [-7.214, 4.031, -1.909], [-8.018, 4.866, -2.278], [-5.269, 2.733, -3.450], [-4.471, 3.790, -3.762], [-5.046, 4.600, -4.419], [-1.803, 1.635, -3.199], [-1.966, 3.502, -2.939], [-0.608, 2.507, -2.107], [-2.945, 4.631, -0.620], [-7.192, 1.818, -1.333], [-6.314, 2.876, -0.105], [0.699, 0.811, -1.142], [0.255, 0.175, -0.207], [-0.655, 0.731, 0.612], [-1.381, 0.017, 1.624], [-0.584, -0.060, 2.911], [0.778, -1.197, 0.107], [-1.694, -0.966, 1.263], [-2.296, 0.586, 1.803], [0.349, -0.611, 2.774], [-1.165, -0.553, 3.694], [-0.312, 0.943, 3.251], [1.691, -1.108, 0.698], [1.007, -1.702, -0.834], [0.063, -1.832, 0.628], [-1.497, 4.092, 2.049], [-0.304, 4.023, 1.833], [0.575, 4.194, 2.839], [1.985, 3.947, 2.731], [2.707, 5.159, 2.177], [0.212, 3.842, 0.435], [2.182, 3.040, 2.155], [2.340, 3.751, 3.746], [2.372, 5.399, 1.166], [3.785, 4.986, 2.153], [2.504, 6.038, 2.795], [0.254, 4.814, -0.062], [-0.477, 3.191, -0.105], [1.187, 3.362, 0.385], [-1.819, 3.017, -5.002], [-2.189, 2.227, -5.850], [-1.477, 1.111, -6.085], [-1.918, 0.029, -6.919], [-1.584, 0.294, -8.373], [-3.386, 2.522, -6.710], [-2.979, -0.181, -6.762], [-1.376, -0.858, -6.583], [-2.096, 1.182, -8.749], [-1.869, -0.558, -8.995], [-0.512, 0.474, -8.491], [-3.080, 3.157, -7.544], [-4.123, 3.052, -6.108], [-3.885, 1.633, -7.090], [3.110, -3.014, 1.065], [2.516, -4.068, 1.169], [1.627, -4.246, 2.161], [0.740, -5.372, 2.263], [1.421, -6.538, 2.951], [2.831, -5.219, 0.255], [0.330, -5.640, 1.286], [-0.106, -5.042, 2.872], [2.283, -6.893, 2.382], [0.725, -7.370, 3.079], [1.794, -6.235, 3.933], [3.700, -5.755, 0.640], [3.063, -4.819, -0.734], [2.003, -5.911, 0.118], [3.223, -5.191, 5.879], [4.172, -4.447, 5.748], [4.237, -3.619, 4.691], [5.209, -2.573, 4.537], [6.489, -3.107, 3.926], [5.329, -4.502, 6.706], [5.378, -2.052, 5.482], [4.765, -1.841, 3.856], [6.960, -3.854, 4.569], [7.202, -2.297, 3.757], [6.280, -3.598, 2.972], [6.008, -5.301, 6.403], [4.941, -4.720, 7.703], [5.877, -3.566, 6.789]],
  "lowdin_charge": [-0.0731, -0.0556, -0.4757, 0.1197, -0.2604, -0.0788, 0.1381, -0.0506, -0.1433, 0.1242, -0.0589, -0.0232, 0.1052, 0.1092, 0.0926, 0.0930, 0.1221, 0.1383, 0.1418, 0.0816, -0.5035, -0.0167, -0.2146, -0.0536, 0.0091, 0.1166, 0.1267, 0.0707, 0.0837, 0.0783, 0.0871, 0.0982, 0.0721, 0.0932, -0.5159, -0.0058, -0.2328, -0.0669, 0.0116, 0.1139, 0.1219, 0.0685, 0.0815, 0.0843, 0.1040, 0.0514, 0.0766, 0.0529, -0.4986, 0.0050, -0.2270, -0.0668, 0.0231, 0.1155, 0.1246, 0.0676, 0.0825, 0.0853, 0.1045, 0.0579, 0.0761, 0.0717, -0.5243, -0.0028, -0.2243, -0.0582, 0.0131, 0.1126, 0.1241, 0.0695, 0.0832, 0.0689, 0.0984, 0.0937, 0.0708, 0.0881, -0.5188, -0.0029, -0.2264, -0.0638, 0.0074, 0.1138, 0.1243, 0.0670, 0.0828, 0.0830, 0.0981, 0.0933, 0.0694]
}

=====

[4]
{
  "formula": "C25H46BeBrCl2F7LiN3O8",
  "method": "ωB97M-V with the def2-TZVPD basis set",
  "e_homo_ev": [-4.424, -4.422],
  "charge": -1,
  "e_lumo_ha": [-0.0313, -0.0289],
  "multiplicity": 2,
  "energy_ha": -5961.64617,
  "elements": ["C", "C", "C", "C", "C", "C", "C", "C", "O", "C", "C", "C", "C", "F", "F", "C", "F", "F", "F", "C", "C", "C", "C", "N", "O", "H", "H", "H", "H", "H", "H", "H", "H", "H", "H", "H", "H", "H", "H", "H", "H", "H", "H", "H", "H", "H", "H", "H", "H", "H", "H", "H", "H", "H", "C", "O", "N", "N", "H", "H", "H", "H", "C", "O", "H", "H", "H", "H", "Li", "C", "C", "O", "C", "H", "H", "H", "H", "H", "H", "Cl", "F", "C", "C", "O", "C", "O", "O", "F", "H", "H", "H", "Be", "Br", "Cl"],
  "xyz": [[3.013, -3.009, 1.599], [1.495, -3.326, 1.418], [1.308, -4.809, 1.825], [0.594, -2.457, 2.335], [-0.107, -1.205, 1.706], [-1.604, -1.304, 2.130], [-2.436, -0.025, 1.852], [-2.671, 0.747, 3.194], [-2.725, 2.163, 3.118], [0.335, 0.141, 2.300], [1.821, 0.523, 2.447], [1.918, 2.039, 2.196], [3.312, 2.569, 1.866], [4.272, 1.780, 2.465], [3.368, 3.790, 2.464], [3.750, 2.723, 0.364], [2.895, 2.092, -0.460], [4.976, 2.207, 0.157], [3.794, 4.016, -0.005], [-0.080, -1.110, 0.128], [0.873, -2.035, -0.677], [2.162, -1.278, -1.064], [0.238, -2.422, -2.027], [1.092, -3.322, 0.005], [0.208, -4.221, -0.268], [3.179, -2.142, 2.254], [3.519, -2.873, 0.638], [3.516, -3.855, 2.097], [1.794, -5.053, 2.787], [0.245, -5.062, 1.939], [1.735, -5.325, 0.940], [1.216, -2.148, 3.192], [-0.195, -3.102, 2.749], [-2.029, -2.231, 1.708], [-1.628, -1.420, 3.230], [-3.440, -0.312, 1.501], [-1.989, 0.629, 1.093], [-1.866, 0.535, 3.921], [-3.616, 0.385, 3.632], [-1.710, 2.508, 2.962], [-0.052, 0.170, 3.334], [-0.143, 0.926, 1.702], [2.155, 0.261, 3.462], [2.500, -0.001, 1.758], [1.617, 2.572, 3.110], [1.167, 2.313, 1.438], [0.107, -0.060, -0.142], [-1.098, -1.328, -0.234], [1.852, -0.281, -1.407], [2.658, -1.756, -1.924], [2.874, -1.114, -0.247], [0.292, -1.556, -2.700], [0.869, -3.232, -2.434], [-0.811, -2.720, -1.931], [0.037, 4.641, 0.181], [-0.569, 3.636, 0.498], [1.186, 5.070, 0.797], [-0.412, 5.460, -0.823], [1.695, 5.876, 0.489], [1.540, 4.549, 1.578], [-1.246, 5.169, -1.313], [0.018, 6.339, -1.041], [-1.447, 1.255, -3.646], [-1.369, -0.141, -3.389], [-0.552, 1.711, -3.228], [-1.480, 1.463, -4.719], [-2.323, 1.703, -3.169], [-2.155, -0.559, -3.752], [1.870, -7.080, 1.121], [0.553, -2.900, -6.375], [-0.186, -4.211, -6.527], [-1.385, -4.253, -6.666], [0.704, -5.427, -6.474], [-0.160, -2.079, -6.416], [1.067, -2.886, -5.412], [1.286, -2.786, -7.176], [1.227, -5.450, -5.500], [1.424, -5.380, -7.294], [0.070, -6.334, -6.578], [-4.621, 2.725, 4.411], [-1.031, 1.624, 1.972], [-2.858, 5.225, 1.753], [-3.239, 4.274, 2.859], [-4.632, 4.573, 3.044], [-5.141, 5.010, 1.886], [-6.287, 5.109, 1.607], [-4.107, 5.336, 1.012], [-2.584, 4.550, 4.006], [-2.588, 6.211, 2.130], [-2.068, 4.829, 1.125], [-3.116, 3.216, 2.610], [-3.918, 4.564, -0.790], [1.031, -5.664, -3.236], [1.252, -7.965, -7.050]],
  "lowdin_charge": [-0.0095, -0.4336, -0.1142, -0.0416, -0.3495, -0.1480, -0.1467, -0.2287, -0.2978, -0.1769, -0.1483, -0.0839, -0.3983, 0.0857, 0.0754, -0.5056, 0.1565, 0.1483, 0.1391, -0.0149, -0.4452, -0.0242, -0.0876, -0.1099, -0.0837, 0.0756, 0.0774, 0.0702, 0.0905, 0.0896, 0.0370, 0.1230, 0.1055, 0.1189, 0.1101, 0.1071, 0.1120, 0.1099, 0.0884, 0.1841, 0.1181, -0.0506, 0.1090, 0.0920, 0.1433, 0.1011, 0.1303, 0.1226, 0.0801, 0.0939, 0.0553, 0.0679, -0.0365, 0.0887, -0.6664, 0.0018, 0.1772, 0.1539, 0.0964, 0.0688, 0.0265, 0.0893, -0.1485, -0.1368, 0.0746, 0.0718, 0.0683, 0.0813, 0.8425, -0.0168, -0.4987, 0.0647, -0.2491, 0.0774, 0.0773, 0.0803, -0.1094, 0.0569, -0.0214, 0.4879, -0.3645, -0.0596, -0.4278, -0.1033, -0.5702, 0.1585, -0.2053, 0.0485, 0.1417, 0.0610, -0.0231, 0.3512, -0.2804, 0.1519]
}